Here is a single C4H5FN2O molecule at a distorted geometry from the OMol25 dataset. Energies are from ωB97M-V/def2-TZVPD.

Geometry as XYZ:
```
13
Properties=species:S:1:pos:R:3:mulliken_charge:R:1
N 0.384 -1.843 -0.435 -0.526
C -0.130 -0.554 -0.481 0.846
N -0.693 -0.257 -1.761 -0.627
C -1.017 1.027 -1.477 0.019
O -0.853 1.499 -0.300 -0.336
C -0.146 0.489 0.325 -0.064
C 0.438 0.539 1.675 -0.345
F 1.594 1.437 1.391 -0.308
H 0.478 -2.342 -1.379 0.277
H 1.226 -2.096 0.180 0.234
H -1.622 1.684 -2.177 0.344
H 0.699 -0.494 2.072 0.241
H -0.358 0.910 2.367 0.246
```

Results
energy relative to the best compared isomer or geometry (same formula, charge and spin) = 36.8 kcal/mol
total energy = -439.9793 Eh
HOMO-LUMO gap = 9.46 eV
SMILES = Nc1ncoc1CF